The following is a DFT calculation (wB97M-V/def2-TZVPD) of a single C6H12O molecule.

## Properties
* HOMO-LUMO gap: 11.1 eV
* total charge: 0
* E: -311.057385 a.u.
* SMILES: CC1(O)CCCC1
* LUMO: 0.9 eV
* energy relative to the best compared isomer or geometry (same formula, charge and spin): 5.0 kJ/mol
* HOMO energy: -10.20 eV

Last column: Mulliken charge in e.
Positions of all 19 atoms, in Å:
C  1.92655  -0.76572  -0.47787  -1.800
C  0.64011  -0.22974  0.14443  1.305
O  0.77139  -0.17089  1.56794  -0.597
C  0.16718  1.13781  -0.36958  -0.983
C  -1.26912  1.23957  0.16548  -0.542
C  -1.80618  -0.21502  0.15900  -0.576
C  -0.58319  -1.10805  -0.13145  -1.011
H  2.68236  0.01684  -0.60718  0.390
H  1.73838  -1.21197  -1.45813  0.359
H  2.34514  -1.53966  0.17185  0.389
H  1.48230  0.45402  1.76441  0.386
H  0.81504  1.95635  -0.02857  0.421
H  0.18293  1.14483  -1.46770  0.333
H  -1.24688  1.61764  1.19167  0.234
H  -1.88886  1.92156  -0.42474  0.382
H  -2.58065  -0.35636  -0.60199  0.339
H  -2.25459  -0.46770  1.12310  0.238
H  -0.56865  -1.40106  -1.18823  0.301
H  -0.55326  -2.02244  0.46756  0.433



The following is a DFT calculation (wB97M-V/def2-TZVPD) of a single C6H12O molecule in a non-equilibrium geometry.

## Properties
* HOMO-LUMO gap: 7.9 eV
* total charge: 0
* E: -310.934099 a.u.
* LUMO: -0.1 eV
* energy relative to the best compared isomer or geometry (same formula, charge and spin): 328.6 kJ/mol
* HOMO energy: -8.01 eV

Last column: Mulliken charge in e.
Positions of all 19 atoms, in Å:
C  -1.58730  0.15245  -0.72456  -1.365
C  0.03374  0.85377  -0.38569  1.295
C  0.84459  0.63791  -1.66868  -1.373
O  0.05238  2.03675  0.07679  -0.805
C  0.08399  -0.20616  0.60597  0.694
C  -0.22439  0.20451  2.00453  -1.422
C  0.87830  -1.45412  0.42102  -1.397
H  -1.98592  0.99213  -1.31118  0.383
H  -2.29789  -0.00649  0.08154  0.415
H  -1.61004  -0.72633  -1.36551  0.351
H  0.67953  -0.31597  -2.16697  0.339
H  1.90650  0.70368  -1.40247  0.372
H  0.64381  1.44060  -2.37895  0.328
H  -0.56050  -0.64092  2.61240  0.454
H  0.69484  0.59843  2.47666  0.333
H  -0.92734  1.04084  2.00849  0.354
H  1.95267  -1.19265  0.41347  0.300
H  0.68511  -1.94898  -0.52848  0.320
H  0.73793  -2.16945  1.23161  0.422



The following is a DFT calculation (wB97M-V/def2-TZVPD) of 2 unconnected molecules or ions with the total composition C6H12O.

## Properties
* HOMO-LUMO gap: 11.3 eV
* total charge: 0
* E: -311.008500 a.u.
* SMILES: C1C[C@@H]2C[C@@H]2C1.O
* LUMO: 1.0 eV
* energy relative to the best compared isomer or geometry (same formula, charge and spin): 133.3 kJ/mol
* HOMO energy: -10.23 eV

Last column: Mulliken charge in e.
Positions of all 19 atoms, in Å:
C  -1.51556  0.19763  0.95844  -0.562
C  -0.90558  0.67814  -0.37453  -0.638
C  0.68552  0.54728  -0.16658  -0.337
C  1.50026  -0.76214  -0.10853  -0.813
C  0.88300  -0.20126  1.12244  0.013
C  -0.47017  -0.75935  1.53685  -0.887
H  -2.49429  -0.29346  0.85513  0.313
H  -1.64796  1.04454  1.63841  0.310
H  -1.15074  1.73050  -0.58487  0.345
H  -1.40298  0.13103  -1.19180  0.400
H  1.29649  1.43402  -0.37228  0.315
H  1.08038  -1.67475  -0.52087  0.247
H  2.59180  -0.70833  -0.19106  0.281
H  1.52891  0.20887  1.88833  0.410
H  -0.61058  -1.76354  1.11983  0.276
H  -0.55163  -0.84148  2.61945  0.368
O  0.47881  0.07270  -3.04282  -0.709
H  0.56859  -0.01122  -2.08490  0.313
H  0.13572  0.97080  -3.10065  0.356